[1]
C4H8NO | ωB97M-V with the def2-TZVPD basis set

Results
charge	+1
gap between HOMO and LUMO	0.4570	hartree
E_HOMO	-15.69	eV
ΔE to the lowest compared entry with this formula, charge and spin	74.1	kcal/mol
molar mass	86.114	g/mol

Atoms and positions in Å:
H -2.115 -1.063 -0.694
N 0.605 0.592 0.307
H 1.986 0.884 -1.313
H 0.866 -1.346 1.377
H -0.131 -0.352 -1.559
C 2.100 0.598 -0.201
O 2.182 -0.773 -0.077
C -1.692 -0.454 -0.036
C -0.233 -0.347 -0.507
C 0.840 -0.880 0.325
H 2.919 0.986 0.495
H -1.793 -0.991 0.883
H 0.178 1.108 1.055
H -2.312 0.445 -0.036

These are the natural (NBO) partial charges, in e, on atoms 1 to 8:
1. H 0.25
2. N -0.42
3. H 0.22
4. H 0.26
5. H 0.26
6. C 0.12
7. O -0.48
8. C -0.63

---

[2]
C4H37O16 | ωB97M-V with the def2-TZVPD basis set

Results
charge	-1
gap between HOMO and LUMO	0.3417	hartree
E_HOMO	-7.02	eV
ΔE to the lowest compared entry with this formula, charge and spin	50.9	kcal/mol
molar mass	341.324	g/mol

Atoms and positions in Å:
H 2.632 -3.968 1.240
O 2.933 -3.191 1.719
H 2.441 2.720 0.046
H -0.041 -2.686 -1.895
H 0.100 -1.393 -3.529
H 2.318 2.701 4.249
H 4.259 1.212 -0.769
H -1.980 -1.708 -3.662
H 0.350 1.212 -3.527
O 0.623 -2.106 -3.908
O -1.767 1.598 2.492
H 1.047 1.202 1.362
O -1.689 -3.772 0.988
C 3.415 0.821 -0.197
H -0.973 1.476 3.044
H -2.535 -3.060 -3.729
C 2.185 1.735 -0.349
O -2.233 4.181 2.971
H -2.172 -0.767 0.105
H 3.742 0.834 0.852
O 0.614 2.130 -3.674
O -0.371 -2.195 -1.145
H -1.963 0.662 2.713
H 3.908 -1.320 -0.164
H 0.392 0.437 -0.055
H -0.557 0.747 -1.771
H 1.941 1.753 -1.415
H 0.111 -2.554 -4.583
O -0.957 -0.051 -2.123
H -0.359 -1.021 3.857
O -3.012 -0.908 -0.322
H -0.695 -0.970 -1.554
O 3.035 2.400 3.679
O -3.241 2.654 -2.446
H 2.960 -0.902 -1.583
H -0.992 -3.751 0.301
C 3.132 -0.638 -0.537
H 0.207 2.616 -2.948
H 1.391 -1.543 -0.442
H -2.883 -1.076 -1.254
H -2.156 3.400 3.496
H -3.402 2.419 -3.360
O 0.240 -0.965 4.594
H -2.685 1.946 -2.099
H -0.187 -1.037 5.448
H -0.804 2.176 0.606
H -0.688 -0.985 1.154
H -1.081 -1.964 2.355
H -2.064 -2.996 0.533
O -0.043 2.437 0.067
O -1.015 -1.059 2.054
O -2.442 -2.280 -4.293
C 0.860 1.343 0.298
H 2.509 -2.446 1.247
H -2.593 3.849 2.145
H 2.518 2.180 2.893
O 1.951 -1.060 0.189

These are the natural (NBO) partial charges, in e, on atoms 1 to 8:
1. H 0.46
2. O -0.97
3. H 0.21
4. H 0.47
5. H 0.49
6. H 0.46
7. H 0.21
8. H 0.48

---

[3]
C4H21N3O4 | ωB97M-V with the def2-TZVPD basis set

Results
gap between HOMO and LUMO	0.2829	hartree
E_HOMO	-7.78	eV
ΔE to the lowest compared entry with this formula, charge and spin	12.7	kcal/mol
molar mass	175.229	g/mol

Atoms and positions in Å:
H -2.978 0.539 2.435
O -2.538 -1.955 1.362
H -0.646 -0.097 -0.294
H 3.352 1.061 -1.277
H 1.789 0.928 -2.083
N -0.871 -0.984 -0.721
H -0.068 -2.851 -1.288
H 0.368 -2.350 0.335
H -1.745 -1.356 -0.361
H -0.304 2.321 -0.133
H -2.485 1.610 -1.531
H -3.270 -1.873 1.983
C 1.810 2.077 -0.192
O 0.390 -0.864 3.028
O -2.050 0.611 2.189
C 1.470 -1.450 -1.289
H 0.632 0.062 2.929
H -2.441 -2.911 1.249
N 2.092 -0.387 -0.482
H 0.457 3.180 -1.315
O -1.595 1.815 -1.832
H -1.365 1.108 -2.444
H -2.030 0.210 1.313
N 0.558 2.735 -0.420
C 2.280 0.918 -1.106
H 1.283 -1.065 -2.292
H 1.725 -0.397 0.457
H 1.769 1.661 0.824
H -0.575 -0.840 3.061
H 2.180 -2.284 -1.336
H 2.622 2.803 -0.088
C 0.183 -1.974 -0.680

These are the natural (NBO) partial charges, in e, on atoms 1 to 8:
1. H 0.46
2. O -0.96
3. H 0.36
4. H 0.17
5. H 0.18
6. N -0.88
7. H 0.19
8. H 0.17

---

[4]
CHF3MgNO3S2Yb | ωB97M-V with the def2-TZVPD basis set

Results
charge	+2
gap between HOMO and LUMO (alpha / beta)	0.1616 / 0.1713	hartree
E_HOMO (alpha / beta)	-14.85 / -15.11	eV
ΔE to the lowest compared entry with this formula, charge and spin	0.0	kcal/mol
molar mass	393.496	g/mol
multiplicity	2
<S²>	0.759

Atoms and positions in Å:
N 1.679 -0.959 1.509
S 0.847 -0.875 0.129
F 2.681 0.963 -0.322
O 1.052 -1.217 4.247
H -1.695 0.137 -3.503
O -2.406 0.400 -2.918
Mg -4.110 -0.359 -2.812
S 1.080 -0.183 2.948
C 1.375 0.826 -0.475
O -0.652 -0.543 0.395
F 0.746 1.759 0.231
Yb -1.669 -0.914 2.324
F 1.073 0.965 -1.753

These are the natural (NBO) partial charges, in e, on atoms 1 to 8:
1. N -1.05
2. S 1.36
3. F -0.28
4. O -0.66
5. H 0.50
6. O -1.34
7. Mg 1.84
8. S 0.84

---

[5]
C4H11S | ωB97M-V with the def2-TZVPD basis set

Results
charge	-1
gap between HOMO and LUMO	0.1724	hartree
E_HOMO	-1.92	eV
ΔE to the lowest compared entry with this formula, charge and spin	52.2	kcal/mol
molar mass	91.199	g/mol

Atoms and positions in Å:
C -0.581 2.463 -4.179
H -2.630 3.168 -4.097
C -2.016 2.357 -3.652
H 1.399 -2.728 2.551
C 1.722 -2.828 3.616
H 0.454 -2.236 5.347
H 2.842 -2.533 3.473
H 1.547 -3.973 3.930
H -0.561 3.218 -5.043
S 0.309 1.122 -4.827
H 1.245 -0.784 4.732
H -0.010 -1.680 3.857
H 0.083 2.740 -3.246
H -2.299 2.029 -2.643
H -2.436 1.490 -4.231
C 0.933 -1.826 4.412

These are the natural (NBO) partial charges, in e, on atoms 1 to 8:
1. C -0.58
2. H 0.18
3. C -0.66
4. H 0.22
5. C -0.63
6. H 0.20
7. H 0.21
8. H 0.21

---

[6]
C30H45N4SSbSi3Sn | ωB97M-V with the def2-TZVPD basis set

Results
charge	+2
gap between HOMO and LUMO (alpha / beta)	0.1800 / 0.2343	hartree
E_HOMO (alpha / beta)	-13.02 / -13.28	eV
ΔE to the lowest compared entry with this formula, charge and spin	0.0	kcal/mol
molar mass	818.514	g/mol

Atoms and positions in Å:
C -3.423 1.463 2.818
H 4.210 0.658 0.412
H -6.018 -1.588 2.086
C -0.106 -2.523 2.497
C 2.473 -3.169 1.870
H 2.058 -1.128 -2.122
C -0.590 -1.693 -2.084
C 1.566 1.949 -2.423
H -0.808 -4.141 -3.118
Si 2.248 1.802 -0.663
H -4.466 1.765 2.868
H 4.086 0.219 -1.272
C 1.242 -4.706 -3.309
H 3.568 1.028 2.788
C 2.853 -3.018 -2.748
C 2.038 -3.336 3.182
H -0.275 -0.319 4.461
C -4.349 -1.734 0.938
C 0.494 -2.525 -2.559
C -2.080 4.143 1.753
Sn -1.598 -2.950 -0.360
C -0.919 0.121 -3.821
Si 1.183 1.466 3.484
H -1.771 4.261 2.787
H -6.285 -1.656 0.374
H -0.293 2.239 -7.004
H -1.836 -2.141 3.776
H 3.258 0.415 4.395
H 1.911 3.528 4.677
H -3.408 0.380 2.714
H 2.389 2.142 -3.107
H 1.919 4.141 0.219
C 2.832 0.515 3.401
C 1.835 -2.132 -2.451
C -3.348 2.107 -0.357
Sb 0.026 1.194 1.027
C 2.565 -4.311 -3.164
H 0.360 0.719 5.724
C -0.048 0.710 4.718
C 0.223 -3.830 -2.999
C -0.475 1.642 -6.123
H 3.884 -2.706 -2.655
H 3.352 3.420 0.942
C 0.189 0.440 -5.938
H 1.994 3.806 2.954
Si -2.576 2.343 1.361
H 0.448 3.860 3.783
H 1.824 -2.661 -0.118
C -0.032 -0.322 -4.805
C -1.157 -0.583 -2.562
H 0.360 -3.158 4.495
H -2.970 1.723 3.771
N -5.651 -1.551 1.150
N -3.542 -1.742 1.973
H -0.980 1.266 4.744
H 0.876 0.089 -6.689
H 3.029 -0.542 -0.097
C 2.772 3.497 0.027
H 0.867 2.773 -2.523
C -1.621 1.310 -4.045
H -4.357 2.511 -0.367
H 2.692 -0.486 3.002
H 0.480 -1.264 -4.677
C 0.739 -3.005 3.499
H -2.347 1.645 -3.318
H 3.364 -5.008 -3.363
H 3.482 -3.405 1.580
H -2.775 2.627 -1.121
N 0.311 -2.411 1.222
C 3.505 0.396 -0.370
C -1.471 -2.186 2.757
H 1.068 1.046 -2.763
C -1.394 2.066 -5.177
H -1.939 2.984 -5.333
H 3.399 4.008 -0.699
H -1.282 4.516 1.117
H 2.696 -3.744 3.930
H -3.420 1.059 -0.636
H -2.937 4.792 1.600
C 1.565 -2.734 0.929
N -2.265 -2.003 1.751
C 1.401 3.343 3.736
H 1.006 -5.700 -3.656
H -1.957 -0.134 -1.979
S -3.872 -1.882 -0.721

These are the Löwdin partial charges, in e, on atoms 1 to 8:
1. C -0.19
2. H 0.03
3. H 0.12
4. C -0.31
5. C -0.02
6. H 0.09
7. C -0.22
8. C -0.20

---

[7]
CH2F2N2 | ωB97M-V with the def2-TZVPD basis set

Results
gap between HOMO and LUMO (alpha / beta)	0.3000 / 0.3737	hartree
E_HOMO (alpha / beta)	-8.56 / -10.33	eV
ΔE to the lowest compared entry with this formula, charge and spin	125.2	kcal/mol
molar mass	80.037	g/mol

Atoms and positions in Å:
C -1.311 -0.189 -0.088
F -1.984 -1.274 -0.237
F 1.780 0.065 -0.499
H -0.612 1.563 0.223
N 1.126 -0.739 0.421
N -1.442 1.028 -0.014
H 1.085 -1.727 0.270

Which charges does natural (NBO) predict for the atoms? In e, they are:
1. C 0.71
2. F -0.28
3. F -0.25
4. H 0.42
5. N -0.22
6. N -0.69
7. H 0.30

---

[8]
C5H8O | ωB97M-V with the def2-TZVPD basis set

Results
gap between HOMO and LUMO	0.3799	hartree
E_HOMO	-9.24	eV
ΔE to the lowest compared entry with this formula, charge and spin	85.4	kcal/mol
molar mass	84.118	g/mol

Atoms and positions in Å:
H -1.342 0.217 -1.389
H -2.410 -0.375 -0.091
H 0.997 -0.360 1.745
C 0.245 -0.260 0.970
H 0.981 1.882 -0.806
C 2.260 0.335 -0.332
H 0.263 -1.638 -0.831
C -0.668 0.681 0.704
H -0.924 1.620 1.184
O 2.827 -0.532 -0.799
H 0.288 1.931 -0.527
C -0.347 -1.259 -0.001
C -1.375 -0.139 -0.351
H -0.796 -2.105 0.524

These are the natural (NBO) partial charges, in e, on atoms 1 to 8:
1. H 0.21
2. H 0.21
3. H 0.21
4. C -0.22
5. H 0.00
6. C 0.53
7. H 0.20
8. C -0.19